Record 1
Here is 10 unconnected molecules or ions with the total composition C33H60O30 from OMol25. Energies are from ωB97M-V with the def2-TZVPD basis set.

Its SMILES is C[C@H]1COC(=O)O1.C[C@H]1COC(=O)O1.C[C@H]1COC(=O)O1.COC(=O)OC.COC(=O)OC.COC(=O)OC.COC(=O)OC.COC(=O)OC.COC(=O)OC.COC(=O)OC. The calculation puts the frontier orbital gap at 10.574 eV. The value obtained for the highest occupied orbital energy is -0.387 hartree.

Each line ends with the Löwdin charge.
Atoms and positions in Å:
C (0.594, -1.255, -0.606)  -0.001
C (-0.207, -0.010, -0.303)  -0.266
C (-0.219, 0.346, 1.190)  -0.085
O (-0.108, 1.759, 1.233)  0.049
C (0.166, 2.216, 0.007)  -0.577
O (0.404, 3.367, -0.215)  0.150
O (0.354, 1.204, -0.854)  0.103
H (0.306, -2.046, 0.085)  0.076
H (1.663, -1.073, -0.506)  0.095
H (0.432, -1.576, -1.635)  0.064
H (-1.225, -0.069, -0.696)  0.114
H (0.637, -0.081, 1.719)  0.126
H (-1.140, 0.015, 1.673)  0.126
C (-2.863, 3.807, 5.129)  -0.015
C (-1.989, 4.666, 4.182)  -0.284
C (-1.679, 3.938, 2.835)  -0.088
O (-2.597, 4.522, 1.901)  0.066
C (-3.087, 5.659, 2.448)  -0.572
O (-3.615, 6.558, 1.882)  0.174
O (-2.834, 5.726, 3.762)  0.077
H (-3.575, 3.342, 4.449)  0.088
H (-3.319, 4.396, 5.920)  0.083
H (-2.307, 3.013, 5.632)  0.081
H (-1.034, 4.995, 4.583)  0.146
H (-1.905, 2.874, 2.794)  0.121
H (-0.631, 4.087, 2.578)  0.116
C (-3.730, -0.112, -0.402)  -0.022
C (-4.958, 0.016, -1.287)  -0.316
C (-4.753, 0.909, -2.531)  -0.103
O (-5.349, 0.143, -3.552)  0.077
C (-5.661, -1.105, -3.118)  -0.551
O (-6.084, -1.923, -3.853)  0.178
O (-5.463, -1.210, -1.777)  0.099
H (-2.999, -0.853, -0.725)  0.070
H (-4.043, -0.385, 0.610)  0.085
H (-3.279, 0.874, -0.274)  0.086
H (-5.719, 0.553, -0.715)  0.147
H (-3.703, 1.155, -2.686)  0.131
H (-5.354, 1.800, -2.358)  0.114
C (2.897, -3.578, -1.796)  -0.027
O (3.587, -4.315, -0.795)  0.029
C (3.334, -3.937, 0.444)  -0.613
O (2.727, -2.959, 0.779)  0.121
O (3.956, -4.800, 1.241)  0.018
C (3.842, -4.624, 2.638)  -0.037
H (3.338, -2.574, -1.805)  0.105
H (1.863, -3.355, -1.540)  0.060
H (3.042, -4.035, -2.767)  0.102
H (4.668, -4.079, 3.095)  0.105
H (3.631, -5.622, 3.013)  0.101
H (2.995, -4.000, 2.938)  0.069
C (1.224, -5.529, 6.121)  -0.019
O (1.964, -4.422, 5.629)  0.005
C (1.376, -3.262, 5.494)  -0.620
O (0.210, -3.019, 5.643)  0.130
O (2.253, -2.435, 4.898)  -0.016
C (1.841, -1.183, 4.419)  -0.057
H (1.319, -5.613, 7.206)  0.099
H (1.750, -6.413, 5.760)  0.096
H (0.208, -5.479, 5.739)  0.099
H (2.693, -0.765, 3.890)  0.101
H (1.523, -0.516, 5.228)  0.100
H (0.952, -1.196, 3.780)  0.073
C (-0.965, -3.324, 2.225)  0.009
O (-1.057, -4.251, 1.103)  -0.010
C (-0.608, -5.456, 1.382)  -0.622
O (-0.186, -5.842, 2.440)  0.131
O (-0.849, -6.230, 0.313)  0.001
C (-0.426, -7.573, 0.404)  -0.057
H (-1.354, -2.361, 1.918)  0.081
H (0.059, -3.323, 2.586)  0.087
H (-1.605, -3.774, 2.982)  0.107
H (-0.724, -8.149, 1.284)  0.097
H (0.658, -7.692, 0.527)  0.097
H (-0.724, -8.033, -0.531)  0.097
C (1.372, -1.943, -4.753)  -0.012
O (-0.026, -1.595, -4.708)  0.030
C (-0.792, -1.991, -3.728)  -0.616
O (-1.945, -1.743, -3.560)  0.161
O (-0.137, -2.883, -2.939)  -0.105
C (-0.856, -3.665, -2.018)  -0.058
H (1.664, -1.621, -5.749)  0.087
H (1.423, -3.029, -4.819)  0.102
H (1.904, -1.424, -3.961)  0.088
H (-0.219, -4.440, -1.591)  0.088
H (-1.591, -4.268, -2.564)  0.114
H (-1.395, -3.150, -1.224)  0.086
C (2.167, 1.070, -5.708)  -0.058
O (2.433, 2.045, -4.715)  0.017
C (2.952, 1.586, -3.563)  -0.607
O (3.447, 0.510, -3.357)  0.116
O (2.751, 2.525, -2.653)  0.028
C (3.634, 2.479, -1.509)  -0.047
H (2.789, 0.182, -5.685)  0.076
H (2.411, 1.555, -6.659)  0.097
H (1.095, 0.891, -5.802)  0.101
H (4.658, 2.226, -1.777)  0.115
H (3.348, 1.679, -0.827)  0.109
H (3.456, 3.437, -1.034)  0.105
C (2.896, 3.772, 1.851)  -0.023
O (3.931, 4.451, 1.163)  0.026
C (4.782, 3.781, 0.401)  -0.642
O (4.788, 2.581, 0.266)  0.028
O (5.656, 4.646, -0.082)  0.032
C (6.663, 4.240, -0.983)  -0.037
H (2.004, 4.373, 1.720)  0.093
H (3.202, 3.524, 2.868)  0.102
H (2.742, 2.782, 1.411)  0.085
H (7.553, 4.854, -0.864)  0.096
H (6.262, 4.304, -1.993)  0.100
H (7.054, 3.236, -0.802)  0.101
C (-6.542, 5.179, -2.956)  -0.020
O (-5.227, 5.709, -2.719)  -0.002
C (-4.197, 4.897, -2.955)  -0.617
O (-4.277, 3.798, -3.435)  0.117
O (-3.124, 5.465, -2.436)  0.027
C (-1.957, 4.677, -2.314)  -0.046
H (-6.719, 5.235, -4.027)  0.100
H (-7.178, 5.887, -2.429)  0.094
H (-6.657, 4.197, -2.505)  0.088
H (-1.127, 5.333, -2.053)  0.096
H (-1.594, 4.116, -3.174)  0.101
H (-2.017, 4.006, -1.456)  0.082

Record 2
Here is a molecular structure, C33H61BiN15O4S from OMol25. Energies are from ωB97M-V with the def2-TZVPD basis set.

The calculation puts the frontier orbital gap at 7.848 eV. Its net charge is +1. The value obtained for the highest occupied orbital energy is -0.360 hartree.

Each line ends with the Löwdin charge.
Atoms and positions in Å:
Bi (-0.022, 0.254, -0.061)  2.063
C (2.635, 3.056, 3.483)  -0.049
N (2.992, 3.288, 2.101)  -0.167
C (3.881, 4.412, 1.856)  -0.043
C (2.475, 2.553, 1.055)  -0.386
N (1.207, 2.241, 0.930)  -0.050
C (0.198, 2.992, 1.665)  -0.223
C (-0.770, 3.618, 0.665)  -0.173
N (-1.325, 2.667, -0.312)  -0.246
C (-2.667, 2.184, 0.032)  -0.202
C (-2.765, 1.472, 1.369)  -0.217
N (-1.933, 0.264, 1.492)  -0.040
C (-2.275, -0.581, 2.440)  -0.418
N (-3.166, -0.257, 3.442)  -0.165
C (-4.232, -1.179, 3.819)  -0.041
C (-3.104, 0.967, 4.220)  -0.058
N (-1.801, -1.846, 2.494)  -0.138
C (-1.364, -2.585, 1.323)  -0.036
C (-1.560, -2.525, 3.761)  -0.040
C (-1.265, 3.279, -1.657)  -0.183
C (-1.831, 2.469, -2.801)  -0.248
N (-1.035, 1.270, -3.007)  0.037
C (-0.987, 0.831, -4.239)  -0.396
N (-1.928, 1.160, -5.197)  -0.175
C (-3.331, 1.267, -4.858)  -0.064
C (-1.534, 1.659, -6.503)  -0.050
N (0.005, 0.020, -4.678)  -0.123
C (1.253, -0.123, -3.947)  -0.036
C (-0.175, -0.937, -5.764)  -0.034
N (3.360, 2.214, 0.091)  -0.132
C (2.936, 1.987, -1.283)  -0.045
C (4.759, 1.900, 0.379)  -0.019
H (3.541, 2.894, 4.074)  0.098
H (2.099, 3.905, 3.921)  0.091
H (2.016, 2.167, 3.563)  0.067
H (3.410, 5.340, 2.195)  0.093
H (4.829, 4.297, 2.391)  0.094
H (4.089, 4.501, 0.793)  0.092
H (-0.324, 2.323, 2.363)  0.086
H (0.624, 3.811, 2.245)  0.110
H (-1.571, 4.154, 1.194)  0.132
H (-0.196, 4.363, 0.116)  0.121
H (-3.382, 3.019, 0.075)  0.137
H (-2.990, 1.501, -0.749)  0.083
H (-2.531, 2.193, 2.154)  0.084
H (-3.817, 1.204, 1.494)  0.133
H (-4.268, -2.014, 3.124)  0.098
H (-4.099, -1.565, 4.834)  0.090
H (-5.191, -0.657, 3.778)  0.096
H (-2.147, 1.469, 4.079)  0.073
H (-3.908, 1.666, 3.972)  0.095
H (-3.193, 0.715, 5.280)  0.099
H (-1.749, -3.606, 1.383)  0.108
H (-1.755, -2.110, 0.429)  0.045
H (-0.272, -2.647, 1.247)  0.080
H (-1.727, -1.856, 4.602)  0.089
H (-2.203, -3.403, 3.868)  0.098
H (-0.520, -2.863, 3.784)  0.096
H (-1.758, 4.262, -1.633)  0.132
H (-0.208, 3.431, -1.883)  0.113
H (-2.892, 2.256, -2.625)  0.091
H (-1.800, 3.124, -3.678)  0.127
H (-3.535, 0.698, -3.951)  0.078
H (-3.666, 2.300, -4.712)  0.087
H (-3.925, 0.835, -5.666)  0.096
H (-0.463, 1.534, -6.640)  0.090
H (-2.054, 1.124, -7.302)  0.092
H (-1.773, 2.724, -6.600)  0.092
H (2.078, -0.166, -4.661)  0.102
H (1.381, 0.736, -3.293)  0.061
H (1.274, -1.032, -3.350)  0.058
H (0.552, -0.752, -6.559)  0.094
H (-0.028, -1.946, -5.382)  0.084
H (-1.178, -0.860, -6.173)  0.085
H (1.933, 2.397, -1.423)  0.064
H (3.624, 2.509, -1.952)  0.102
H (2.939, 0.931, -1.553)  0.058
H (4.947, 1.979, 1.445)  0.093
H (4.969, 0.878, 0.068)  0.082
H (5.425, 2.584, -0.154)  0.096
N (0.705, -7.091, 0.899)  0.104
C (1.383, -5.922, 0.597)  -0.319
C (1.268, -5.342, -0.671)  -0.013
C (1.856, -4.123, -0.944)  -0.055
C (2.571, -3.472, 0.054)  -0.298
C (2.749, -4.061, 1.304)  -0.068
C (2.156, -5.279, 1.572)  -0.032
S (3.131, -1.838, -0.230)  0.608
O (2.989, -1.515, -1.618)  -0.307
O (4.418, -1.648, 0.374)  -0.288
N (1.994, -0.892, 0.561)  -0.212
C (1.944, -0.814, 1.912)  -0.496
N (0.770, -0.271, 2.332)  0.018
C (0.585, -0.099, 3.633)  -0.161
C (1.531, -0.454, 4.569)  -0.055
C (2.692, -1.027, 4.057)  -0.101
N (2.906, -1.217, 2.764)  0.148
H (0.390, -7.644, 0.120)  0.092
H (1.050, -7.632, 1.673)  0.091
H (0.708, -5.851, -1.449)  0.119
H (1.742, -3.666, -1.918)  0.100
H (3.365, -3.570, 2.046)  0.101
H (2.304, -5.751, 2.537)  0.110
H (-0.370, 0.325, 3.934)  0.096
H (1.369, -0.324, 5.630)  0.107
H (3.490, -1.354, 4.718)  0.120
N (-2.605, -0.773, -1.681)  -0.004
C (-2.236, -2.084, -2.218)  -0.172
C (-0.723, -2.300, -2.223)  -0.645
O (-0.260, -3.030, -3.093)  0.031
O (-0.022, -1.749, -1.282)  -0.304
H (-3.611, -0.670, -1.661)  0.079
H (-2.229, -0.066, -2.311)  0.000
H (-2.586, -2.260, -3.235)  0.115
H (-2.663, -2.871, -1.591)  0.117

| no. | largest force on an atom (eV/Å) |
| --- | --- |
| 1 | 2.9 |
| 2 | 0.8 |